Density functional theory data (ωB97M-V with the def2-TZVPD basis set) for 11 unconnected molecules or ions with the total composition C21H54BO18 in a non-equilibrium geometry.

Last column: Mulliken charge in e.
Element x y z (Å)
O  -0.64461  1.43491  3.26249  -0.83
C  -0.47328  1.03721  2.15178  0.72
O  0.17635  -0.05382  1.82523  -0.92
B  0.19920  -0.20714  0.35672  1.49
O  -0.44067  1.02144  -0.15595  -0.24
C  -0.86894  1.76877  0.84127  0.74
O  -1.55383  2.73361  0.72923  -0.80
O  -0.51421  -1.43796  -0.05907  -0.65
C  0.29461  -2.19830  -0.77108  0.61
O  0.02926  -3.25678  -1.26671  -0.51
C  1.68553  -1.51627  -0.79274  0.43
O  1.57591  -0.41129  -0.12302  -0.43
O  2.69222  -1.87942  -1.34942  -0.71
C  -0.90773  -3.25749  3.74600  -0.71
O  -1.68780  -2.34050  3.01982  -0.43
H  -0.43408  -2.74695  4.59526  0.26
H  -1.50258  -4.07946  4.14130  0.28
H  -0.10263  -3.69727  3.14158  0.24
H  -1.15910  -1.57972  2.76541  0.24
C  2.44533  -5.67033  -3.46991  -0.88
C  2.61139  -5.79118  -1.93122  -0.10
O  3.69086  -4.99556  -1.48239  -0.49
H  1.61061  -6.31073  -3.75840  0.25
H  3.33027  -6.04323  -3.99176  0.34
H  2.34696  -4.62293  -3.74930  0.24
H  2.82819  -6.82558  -1.66091  0.35
H  1.61342  -5.55693  -1.54697  0.03
H  3.34652  -4.09207  -1.45345  0.25
C  -5.02063  2.76754  2.06997  -0.86
C  -4.46533  4.15819  1.77251  -0.28
O  -3.21068  4.33140  2.41057  -0.50
H  -5.38933  2.77378  3.09772  0.23
H  -4.32462  1.95920  1.85060  0.17
H  -5.91070  2.46349  1.50243  0.36
H  -5.17190  4.93540  2.06497  0.35
H  -4.28086  4.32402  0.70167  0.25
H  -2.57694  3.80093  1.90311  0.43
C  -2.86125  2.45430  6.44235  -0.86
C  -2.60863  0.97103  6.12986  -0.23
O  -1.20356  0.76259  5.97762  -0.55
H  -3.92816  2.66802  6.31709  0.30
H  -2.34795  3.05284  5.68984  0.20
H  -2.56329  2.71307  7.45530  0.30
H  -3.20937  0.71355  5.25917  0.23
H  -2.83397  0.39723  7.02858  0.28
H  -0.98425  0.76024  5.03341  0.41
C  0.10158  6.40710  -0.93300  -0.75
C  -0.79023  6.41010  0.32176  0.05
O  0.03048  6.31072  1.48298  -0.48
H  -0.09759  7.21554  -1.64107  0.33
H  -0.05133  5.50732  -1.53678  0.17
H  1.16436  6.39766  -0.69714  0.19
H  -1.42732  5.52784  0.28579  -0.11
H  -1.49506  7.24119  0.24396  0.38
H  0.22565  7.21677  1.74467  0.27
C  6.37980  -1.47917  -1.88201  -0.99
C  5.92892  -1.94524  -0.49686  0.04
O  5.15596  -0.94320  0.14357  -0.59
H  5.53177  -1.53442  -2.57431  0.17
H  7.15539  -2.07249  -2.37137  0.37
H  6.68815  -0.43301  -1.90192  0.31
H  6.81769  -2.10555  0.11687  0.32
H  5.35266  -2.86627  -0.58849  0.04
H  4.22711  -1.15063  -0.01088  0.25
C  -1.43465  -5.80668  -3.31835  -0.87
C  -2.36668  -4.75882  -3.90772  -0.34
O  -1.78488  -3.47896  -4.00488  -0.48
H  -1.93997  -6.77294  -3.19125  0.39
H  -0.85677  -5.60223  -2.41567  0.30
H  -0.68115  -6.11982  -4.05147  0.16
H  -3.35172  -4.69793  -3.43941  0.28
H  -2.49349  -5.16069  -4.91762  0.26
H  -1.33981  -3.27354  -3.17478  0.25
C  -1.55802  0.15742  -3.29034  -0.67
C  -0.60312  1.34381  -3.53842  0.24
O  -0.02942  1.35931  -4.83543  -0.56
H  -2.47209  0.26801  -3.87671  0.42
H  -1.83391  0.20215  -2.23560  0.12
H  -1.12733  -0.81705  -3.51551  0.08
H  0.13205  1.23376  -2.74236  -0.27
H  -1.17129  2.26200  -3.38633  0.33
H  -0.53794  1.96809  -5.37300  0.33
C  3.09631  3.79969  0.11981  -1.40
C  2.70676  2.50012  -0.50830  0.84
O  3.44080  2.32161  -1.72084  -0.64
H  4.14106  3.74345  0.44272  0.38
H  2.53170  3.94306  1.04626  0.34
H  2.97637  4.69754  -0.48297  0.27
H  1.64063  2.54856  -0.76978  -0.15
H  2.92221  1.65637  0.14844  0.11
H  3.46696  1.39046  -1.95940  0.31
O  -3.57516  -2.62822  0.98299  -0.66
H  -2.77769  -2.99566  0.59075  0.28
H  -3.31346  -2.41895  1.89886  0.39

Properties
total charge: -1
gap between HOMO and LUMO: 9.822 eV

***

Density functional theory data (ωB97M-V with the def2-TZVPD basis set) for a molecular structure, C21H54Li3N3O4 in a non-equilibrium geometry.

Last column: Mulliken charge in e.
Element x y z (Å)
Li  1.32516  -1.59291  0.14989  0.60
Li  0.44657  -0.21049  2.33880  0.50
Li  1.43495  1.15821  0.04313  0.94
O  1.86588  1.11112  2.13515  -0.83
H  2.33538  1.77534  2.67636  -0.05
O  2.87643  -0.32252  -0.36563  -0.93
H  3.35419  -0.69413  -1.13257  -0.02
O  -0.02589  -0.20601  0.24567  0.21
H  -0.93559  0.09590  0.05638  -0.68
C  -0.53225  1.92155  -2.65127  -0.27
C  -0.12507  3.11803  -1.65939  -0.83
N  1.19046  2.92009  -1.09742  1.24
C  1.52250  3.95051  -0.13748  -0.71
C  0.51353  4.10669  1.00480  -1.01
C  2.11253  2.83950  -2.20095  -0.52
C  3.60175  2.80479  -1.77847  -1.51
H  0.14110  1.87514  -3.50716  0.43
H  -1.54367  2.09092  -3.02065  -0.26
H  -0.49647  0.95082  -2.15679  -0.18
H  -0.27408  4.03317  -2.23246  0.31
H  -0.81466  3.15980  -0.81629  0.31
H  2.41313  3.62411  0.39949  0.41
H  1.78769  4.93082  -0.53341  0.35
H  0.11489  3.11608  1.22363  -0.13
H  1.02690  4.55676  1.85450  0.43
H  -0.37729  4.69536  0.78572  0.37
H  1.86031  3.69886  -2.82223  0.41
H  1.93776  1.95903  -2.81928  0.12
H  4.34121  2.77835  -2.57884  0.37
H  3.69462  1.91930  -1.14968  0.29
H  3.92967  3.55047  -1.05422  0.35
C  -0.48638  -3.93339  0.17280  -0.93
C  0.58124  -4.40495  -0.95311  -0.82
N  1.35159  -3.19897  -1.41497  0.87
C  2.76539  -3.41647  -1.85491  -0.80
C  3.65759  -3.66960  -0.60762  -1.25
C  0.57310  -2.41278  -2.36587  -0.27
C  0.43662  -3.07947  -3.77384  -1.46
H  0.03692  -3.77284  1.11540  0.14
H  -1.12793  -4.78209  0.40992  0.49
H  -1.10337  -3.11152  -0.19044  0.21
H  1.24441  -5.17311  -0.55532  0.47
H  0.06687  -4.94962  -1.74485  0.29
H  2.74235  -4.26982  -2.53267  0.46
H  3.19996  -2.66169  -2.51031  0.46
H  4.63034  -4.12820  -0.78519  0.42
H  3.68719  -2.80529  0.05584  0.26
H  3.18666  -4.40445  0.04531  0.30
H  1.02467  -1.42227  -2.42151  0.25
H  -0.37711  -2.27271  -1.85054  -0.06
H  0.53627  -4.15915  -3.88546  0.34
H  1.14357  -2.65855  -4.48878  0.35
H  -0.61403  -2.87774  -3.98249  0.41
C  -2.41501  1.61727  2.31895  -1.14
C  -1.32196  1.58407  3.47388  -0.45
N  -0.80702  0.22046  3.87444  0.61
C  0.08119  0.17609  5.04331  -0.74
C  -0.56436  -0.02271  6.38820  -1.34
C  -1.76864  -0.84279  3.68150  -0.48
C  -1.22869  -2.24719  3.82957  -1.37
H  -2.15965  1.08240  1.40418  0.04
H  -2.59555  2.65143  2.02564  0.38
H  -3.33755  1.13177  2.63724  0.47
H  -0.42153  2.17164  3.29480  0.26
H  -1.73975  2.07351  4.35365  0.35
H  0.85073  -0.57666  4.87223  0.32
H  0.64239  1.11048  5.05185  0.45
H  0.11066  0.10384  7.23462  0.42
H  -1.39102  0.60993  6.71147  0.28
H  -0.91921  -1.04759  6.49690  0.28
H  -2.21067  -0.77352  2.68756  0.43
H  -2.59674  -0.75122  4.38433  0.34
H  -1.62753  -2.67880  4.74758  0.42
H  -0.16951  -2.37582  3.60665  0.27
H  -1.76416  -2.84401  3.09121  0.33
C  -4.00562  1.95956  -4.08076  -1.03
C  -4.45036  0.62387  -3.72155  0.71
O  -5.59371  0.33461  -4.11707  -0.59
C  -3.40587  -0.32923  -3.03269  -0.87
H  -3.80820  2.57859  -3.20559  0.27
H  -4.65347  2.44219  -4.81251  0.33
H  -3.06457  1.78483  -4.60229  0.32
H  -2.61451  -0.55758  -3.74663  0.32
H  -3.85385  -1.31757  -2.92971  0.46
H  -3.05378  -0.04145  -2.04208  0.12

Properties
ΔE to the lowest compared entry with this formula, charge and spin: 0.00 kJ/mol
gap between HOMO and LUMO: 7.803 eV